This record from the Open Molecules 2025 dataset describes C24H14Cl5PSr as an isolated structure. The level of theory is ωB97M-V/def2-TZVPD.

Structure (XYZ):
```
45
Properties=species:S:1:pos:R:3:forces:R:3:nbo_charge:R:1
Sr -0.34216 -0.09155 -0.04906 0.1 0.1 0.0 1.7852
Cl 1.90608 1.94839 -0.52628 0.0 0.0 0.0 -0.0915
Cl 0.00268 6.35287 -3.05480 0.0 0.0 0.0 0.0544
Cl 2.41830 4.70204 -1.93769 0.0 0.0 0.0 0.0513
Cl -2.89762 5.24426 -2.76750 0.0 0.0 0.0 0.0478
Cl -3.38963 2.50131 -1.34461 -0.1 0.0 0.0 -0.0213
P -2.22914 -2.57780 0.12067 -0.1 -0.1 0.0 0.7517
C -1.64441 -2.12886 -1.57688 -0.1 0.1 0.0 -0.4038
C 1.55979 -4.32246 1.96982 0.1 0.1 0.0 -0.2182
C -4.24654 -5.79874 -1.46456 0.0 0.0 0.0 -0.2082
C -1.56817 4.34815 -2.13467 -0.1 0.0 0.0 -0.1004
C 0.80952 4.11821 -1.77113 -0.1 0.0 0.0 -0.1149
C -0.62133 -0.98165 -3.91942 0.0 0.0 0.0 -0.2041
C -3.42132 -3.92093 -0.19841 0.0 0.0 0.0 -0.2426
C -0.73902 -3.34584 0.83247 0.1 0.0 0.1 -0.4166
C 0.51800 2.91154 -1.14362 0.1 0.0 0.0 -0.0516
C -2.31350 -1.07615 -2.21658 0.0 0.0 0.0 -0.2562
C -5.24233 -6.00496 -0.51925 0.0 0.0 0.0 -0.1984
C -0.45801 -2.60290 -2.13996 0.0 0.0 0.0 -0.1829
C -3.33778 -4.76370 -1.30424 0.0 0.0 0.0 -0.2284
C 0.51039 -5.19181 1.71659 0.0 0.0 0.0 -0.2348
C 0.29798 -2.41296 1.07714 -0.1 0.0 0.0 -0.5616
C -0.72941 2.36941 -0.96524 0.0 0.1 -0.1 -0.5383
C -4.42924 -4.12837 0.74067 0.0 0.0 0.0 -0.2231
C -0.26895 4.84604 -2.26863 0.0 0.0 0.0 -0.0838
C -1.80972 -0.50607 -3.37807 0.0 0.0 0.0 -0.2043
C -5.33274 -5.17011 0.58521 0.0 0.0 0.0 -0.2084
C 1.45046 -2.97022 1.64663 -0.1 -0.1 0.0 -0.2432
C -0.65189 -4.70195 1.13561 -0.1 0.0 0.0 -0.2267
C 0.04582 -2.03457 -3.30504 0.0 0.0 0.0 -0.2296
C -1.76075 3.12933 -1.49122 0.1 0.0 0.0 -0.0578
H 0.59309 -6.24196 1.96801 0.0 0.0 0.0 0.2085
H -6.10985 -5.32455 1.32235 0.0 0.0 0.0 0.2179
H -0.21082 -0.52663 -4.81123 0.0 0.0 0.0 0.2262
H 2.30595 -2.33606 1.86581 0.0 0.0 0.0 0.1868
H -5.94958 -6.81435 -0.64609 0.0 0.0 0.0 0.2166
H -4.50454 -3.46932 1.59767 0.0 0.0 0.0 0.2201
H -3.21917 -0.67221 -1.77486 0.0 0.0 0.0 0.2374
H -1.48112 -5.36971 0.92734 0.0 0.0 0.0 0.2102
H -2.33032 0.32462 -3.83669 0.0 0.0 0.0 0.2345
H -4.17580 -6.44764 -2.32809 0.0 0.0 0.0 0.2168
H 2.47152 -4.69401 2.42454 0.0 0.0 0.0 0.2052
H 0.97188 -2.40613 -3.72482 0.0 0.0 0.0 0.2257
H 0.09023 -3.39121 -1.63843 0.0 0.0 0.0 0.2376
H -2.56029 -4.61107 -2.04293 0.0 0.0 0.0 0.2169
```
Positions in Å, forces in eV/Å.

Results
Spin multiplicity = 1
Energy above the lowest of the compared OMol25 structures with the same formula, charge and spin = 0.0 kcal per mole
Calculated total energy = -97851.191 eV
HOMO-LUMO gap = 7.8 eV


This record from the Open Molecules 2025 dataset describes a 10-piece molecular cluster, C4H26NO11 overall. The level of theory is ωB97M-V/def2-TZVPD.

Structure (XYZ):
```
42
Properties=species:S:1:pos:R:3:forces:R:3:nbo_charge:R:1
O 2.23210 1.05401 2.89447 -0.6 0.1 0.6 -0.9913
O -2.37822 0.94158 -3.53070 -0.4 -0.8 -0.6 -0.6745
O -0.27222 2.82780 2.52593 0.6 0.0 -0.3 -1.0052
O 1.10438 2.86492 -2.22231 2.3 1.6 0.4 -0.9862
O 1.41110 -1.23411 3.74272 -2.1 0.1 -0.4 -0.9658
O -0.77711 1.34342 -2.06064 -0.6 -1.1 -0.5 -0.8965
O -1.20756 2.19751 0.32091 0.1 0.5 -1.8 -1.0163
O 3.03514 1.36722 -1.25182 0.4 -0.1 0.4 -0.9581
O -0.19203 -3.62002 0.16919 1.0 0.8 1.6 -0.9895
O 1.79542 -0.18131 0.61637 0.1 -0.2 -1.5 -1.0378
O 3.08015 -2.48639 0.87023 0.3 -0.4 0.2 -0.9983
N -0.22833 -1.35817 -1.96457 -1.1 0.1 -2.7 -0.8647
C -1.62685 0.55319 -2.65381 -0.3 0.7 1.3 0.7669
C -3.50384 -1.06167 -0.31524 0.4 0.1 -1.4 -0.6249
C -1.67353 -0.88094 -1.99946 3.4 2.9 2.6 -0.1459
C -1.94807 -0.69330 -0.46341 -2.8 -3.1 -0.7 -0.4164
H -0.32383 2.67303 1.53327 0.0 0.1 1.0 0.4961
H 1.03877 2.78064 -1.25188 -0.9 -0.1 -1.1 0.4667
H 2.32022 0.21116 -0.13428 -0.7 -0.5 0.6 0.4948
H -0.77857 -4.35528 0.08896 -0.4 -0.4 -0.9 0.4792
H -4.07888 -0.47304 0.35866 -0.2 0.7 0.8 0.1988
H 1.89312 0.39024 1.38804 0.3 0.4 0.4 0.4934
H 1.66633 0.39365 3.38381 1.1 0.5 -0.3 0.4939
H -1.34792 3.09409 -0.02610 -0.3 -0.2 0.3 0.4735
H -0.85162 2.10880 2.78605 -0.2 0.0 0.3 0.4592
H 0.08870 -3.17011 -0.62981 -0.6 -0.5 -0.9 0.5052
H 2.71733 1.82693 -0.46509 0.4 0.2 0.0 0.4530
H 2.19002 -1.67529 3.38933 -0.2 -0.1 -0.7 0.5080
H 2.22059 -2.87820 0.65976 0.2 0.3 0.1 0.4732
H 2.95849 -1.52317 0.76362 -0.5 -0.4 0.0 0.4959
H 0.66481 -1.19659 3.06331 1.9 -0.7 1.0 0.4977
H -3.89661 -0.78171 -1.33991 -0.2 -0.6 1.2 0.2051
H 2.42534 1.71961 -1.92341 -0.1 0.1 -0.4 0.5078
H -2.40453 -1.49956 -2.43166 -0.4 -1.1 -0.7 0.1902
H 0.36648 2.45463 -2.67128 -1.1 -0.7 0.6 0.5250
H -1.37401 -1.49465 -0.02883 -0.1 -0.6 0.4 0.2017
H -1.03204 1.72860 -0.58327 0.1 0.1 0.5 0.5223
H 0.19562 -0.60657 -2.51839 0.7 -0.8 0.4 0.3760
H 0.13895 -1.24981 -1.04825 0.3 0.6 0.8 0.3618
H -3.79612 -2.13083 -0.07294 0.9 1.0 -0.5 0.1953
H -1.58218 0.14260 0.07877 -0.3 1.0 -0.3 0.2356
H 1.73100 1.87709 2.95364 -0.2 0.2 -0.1 0.4953
```
Positions in Å, forces in eV/Å.

Results
Total charge = -1
Spin multiplicity = 1
Energy above the lowest of the compared OMol25 structures with the same formula, charge and spin = 54.3 kcal per mole
Calculated total energy = -28584.510 eV
HOMO-LUMO gap = 8.6 eV